DFT (wB97M-V/def2-TZVPD) results for a structure of composition C4H5NO in a non-equilibrium geometry.

Each line ends with the Mulliken charge.
CARTESIAN COORDINATES (ANGSTROEM)
O (-1.39180, 1.95417, -0.26077)  -0.64
N (0.63774, 0.91385, 0.42014)  -0.07
C (-0.94078, -0.46459, -0.37420)  -0.43
C (-0.70206, 0.96392, -0.09717)  0.27
C (0.32934, -1.16498, -0.34912)  -0.38
C (1.22956, -0.29806, 0.17355)  -0.27
H (2.25652, -0.48204, 0.46387)  0.39
H (1.12073, 1.71182, 0.79743)  0.19
H (-1.21224, 0.02568, 0.86823)  0.11
H (0.50969, -2.20143, -0.60781)  0.38
H (-1.82083, -0.86106, -0.87751)  0.44

**Multiplicity**: 1

---

DFT (wB97M-V/def2-TZVPD) results for the molecule C16H15NO3.

Each line ends with the Mulliken charge.
CARTESIAN COORDINATES (ANGSTROEM)
O (-6.22101, -0.65659, -1.50062)  -0.56
O (2.15708, 0.21845, -0.03238)  -0.29
O (2.79343, -1.88714, 0.48721)  -0.57
N (6.76586, -0.81289, -0.10927)  -0.62
C (0.16667, -1.15470, -0.35202)  -0.39
C (-1.30092, 0.82957, 0.91274)  -0.41
C (-5.63351, -0.05859, -0.63621)  0.62
C (5.50880, -1.14952, 0.09622)  -0.26
C (-3.43870, -0.44908, 0.58204)  -1.17
C (-1.94924, -0.30805, 0.44728)  0.52
C (6.03773, 1.35829, -0.78732)  -0.51
C (7.02258, 0.41133, -0.54038)  -0.23
C (0.06365, 0.97798, 0.76140)  -0.69
C (-6.33824, 0.55127, 0.54920)  -1.21
C (0.79753, -0.01822, 0.13076)  0.43
C (-1.19985, -1.28965, -0.18732)  -0.62
C (3.05888, -0.76409, 0.14395)  0.67
C (4.43700, -0.28031, -0.11793)  0.10
C (4.71673, 1.00654, -0.57268)  -0.21
C (-4.12977, 0.12436, -0.66615)  -0.38
H (0.57278, 1.85645, 1.12648)  0.43
H (5.32505, -2.15543, 0.44901)  0.45
H (6.29918, 2.34406, -1.13942)  0.39
H (-3.73850, -0.36782, -1.55845)  0.31
H (-1.69014, -2.17696, -0.55958)  0.38
H (3.91453, 1.70619, -0.75271)  0.47
H (-7.39375, 0.68007, 0.32425)  0.37
H (-5.89492, 1.50361, 0.82548)  0.36
H (8.06898, 0.63999, -0.69469)  0.36
H (-3.70393, -1.50315, 0.68178)  0.39
H (-6.25208, -0.12990, 1.39449)  0.29
H (-3.91099, 1.19243, -0.73929)  0.39
H (-1.86703, 1.60577, 1.40707)  0.37
H (0.73547, -1.92675, -0.84421)  0.44
H (-3.77936, 0.08249, 1.47126)  0.38

**SMILES**: CC(=O)CCc1ccc(OC(=O)c2cccnc2)cc1
**Multiplicity**: 1

---

Ordered frontier orbital gap results: 9.33; 9.21; unit eV.
Ordered relative energy (zero: lowest compared OMol25 entry of this formula, charge and spin) results: 41.3; 23.1; unit kcal per mole.